# 1
{"formula": "C29H50BiN6O4Se", "method": "ωB97M-V/def2-TZVPD", "molar_mass_g_mol": 834.7, "multiplicity": 1, "charge": 1, "de_lowest_kj_mol": 45.99, "e_lumo_ev": -2.363, "total_energy_ev": -119197.240, "elements": ["Bi", "C", "C", "C", "C", "C", "C", "N", "C", "C", "N", "C", "C", "O", "O", "C", "C", "C", "C", "C", "C", "N", "C", "C", "N", "C", "C", "O", "O", "H", "H", "H", "H", "H", "H", "H", "H", "H", "H", "H", "H", "H", "H", "H", "H", "H", "H", "H", "H", "H", "H", "H", "H", "H", "H", "H", "H", "H", "H", "H", "H", "H", "H", "H", "H", "H", "H", "H", "C", "N", "C", "Se", "N", "C", "C", "C", "C", "C", "C", "H", "H", "H", "H", "H", "H", "H", "H", "C", "H", "H", "H"], "coordinates": [[-0.362553, 0.005796, -1.468390], [1.333038, -2.257134, 3.364750], [1.230138, -2.820141, 1.947167], [-0.086953, -3.579741, 1.719412], [-1.470875, -2.874733, 1.788386], [-2.302100, -3.236089, 0.560133], [-2.194601, -3.275686, 3.071071], [-1.306658, -1.354913, 1.799365], [-2.586235, -0.582922, 1.616098], [-2.460591, 0.900176, 1.939350], [-1.799777, 1.714952, 0.917780], [-2.767409, 2.153398, -0.103669], [-3.407789, 0.955732, -0.805649], [-4.559085, 0.659070, -0.534618], [-2.642066, 0.291190, -1.602005], [-1.091933, 2.884380, 1.514036], [-1.984366, 4.089154, 1.801680], [0.117087, 3.258031, 0.654080], [1.437781, 2.586824, 1.067554], [1.903534, 3.214332, 2.391633], [2.488922, 2.822755, -0.011503], [1.189203, 1.126080, 1.173310], [2.237864, 0.352519, 1.850936], [2.595909, -0.920969, 1.109526], [1.501506, -1.873044, 0.835069], [1.959340, -2.683609, -0.317104], [1.930694, -2.035683, -1.713022], [2.037603, -2.800718, -2.659368], [1.800669, -0.759009, -1.790558], [1.110553, -3.058112, 4.069957], [0.657652, -1.430920, 3.593055], [2.337941, -1.904674, 3.584771], [2.004404, -3.605107, 1.910766], [-0.113128, -4.382983, 2.458016], [-0.028319, -4.078766, 0.753069], [-2.248917, -4.314221, 0.412799], [-1.911455, -2.733125, -0.327732], [-3.351229, -2.965741, 0.661990], [-2.275881, -4.361130, 3.096373], [-3.204106, -2.877184, 3.135709], [-1.631302, -2.972039, 3.954617], [-0.896292, -1.103916, 2.698865], [-0.583883, -1.108935, 1.093465], [-3.306723, -1.017202, 2.306157], [-2.933044, -0.768488, 0.607458], [-1.911410, 1.001112, 2.882962], [-3.481409, 1.254050, 2.142536], [-2.244461, 2.770564, -0.837726], [-3.575365, 2.741940, 0.339360], [-0.729954, 2.540564, 2.487720], [-2.311201, 4.584483, 0.888981], [-1.418753, 4.816276, 2.383390], [-2.868315, 3.817084, 2.379157], [0.276844, 4.337270, 0.691641], [-0.112992, 3.022459, -0.385736], [2.046548, 4.287403, 2.266407], [2.853595, 2.804981, 2.730197], [1.176621, 3.066820, 3.192265], [2.568922, 3.886445, -0.237510], [2.227368, 2.289198, -0.925091], [3.476049, 2.483852, 0.304018], [0.327596, 1.016908, 1.691099], [1.963633, 0.166114, 2.892818], [3.158081, 0.934432, 1.898638], [3.426516, -1.431588, 1.620685], [2.960734, -0.608225, 0.134289], [1.379417, -3.601041, -0.402882], [2.996846, -3.008050, -0.142958], [1.247491, -2.746981, -5.840132], [0.387490, -3.409020, -4.882994], [-0.457460, -2.818361, -4.035866], [-0.885065, -1.007482, -4.020776], [-1.004625, -3.768040, -3.252390], [-0.461108, -5.004433, -3.563741], [-0.672915, -6.276124, -3.053242], [0.051549, -7.302640, -3.630463], [0.945843, -7.068931, -4.681891], [1.145821, -5.801109, -5.196826], [0.421122, -4.771725, -4.614276], [1.317320, -1.697306, -5.569559], [0.845023, -2.851839, -6.846370], [2.234719, -3.198005, -5.778392], [-1.665611, -3.560747, -2.524222], [-1.369762, -6.460919, -2.247788], [-0.079460, -8.311262, -3.265697], [1.488448, -7.901715, -5.104974], [1.831091, -5.626053, -6.013089], [0.100806, 1.790520, -2.705565], [-0.748411, 1.941329, -3.367685], [0.989775, 1.522561, -3.268391], [0.277940, 2.683772, -2.117113]], "forces_ev_per_a": [[0.08, -0.18, 0.00], [0.00, -0.01, -0.01], [0.09, -0.05, 0.00], [0.00, -0.03, -0.05], [-0.07, 0.03, 0.06], [-0.01, -0.04, 0.02], [0.04, -0.02, -0.02], [0.07, 0.06, -0.04], [0.00, -0.04, 0.06], [-0.06, 0.06, 0.04], [-0.07, -0.10, 0.01], [-0.07, 0.08, 0.00], [-0.11, 0.05, 0.03], [-0.01, -0.02, 0.06], [0.15, -0.04, -0.11], [0.02, 0.00, 0.05], [0.02, 0.02, 0.03], [0.00, 0.02, -0.05], [-0.02, 0.00, 0.08], [0.00, -0.03, -0.03], [-0.01, 0.02, -0.02], [0.03, 0.06, -0.01], [-0.07, 0.03, 0.10], [0.01, -0.03, -0.04], [-0.04, -0.06, 0.00], [-0.03, -0.03, -0.01], [-0.01, -0.01, 0.08], [0.06, -0.13, -0.06], [-0.05, 0.16, -0.02], [0.00, -0.02, 0.01], [-0.01, 0.03, 0.01], [0.01, -0.01, -0.01], [-0.02, 0.02, 0.03], [0.02, -0.02, -0.03], [0.00, 0.03, 0.02], [0.00, -0.01, -0.02], [0.07, -0.04, -0.06], [-0.02, 0.02, 0.03], [-0.01, -0.01, -0.01], [-0.04, 0.03, 0.00], [0.03, 0.01, 0.06], [-0.02, 0.03, -0.03], [-0.04, -0.03, 0.05], [0.00, 0.01, -0.04], [-0.02, 0.06, -0.05], [0.00, 0.01, -0.01], [0.03, -0.02, -0.04], [0.02, -0.01, 0.00], [0.01, -0.02, 0.00], [0.04, -0.01, -0.02], [0.00, 0.02, -0.04], [0.02, 0.01, 0.03], [-0.03, -0.02, 0.01], [0.00, 0.02, 0.01], [0.00, 0.01, 0.16], [-0.01, 0.04, -0.02], [0.03, -0.02, 0.00], [-0.02, -0.01, 0.03], [0.01, 0.03, 0.01], [0.01, -0.01, -0.01], [0.02, -0.03, 0.02], [-0.04, -0.04, -0.04], [0.04, 0.02, -0.04], [0.02, 0.01, -0.06], [-0.01, 0.00, 0.02], [0.04, 0.02, 0.01], [0.00, 0.09, -0.03], [-0.03, -0.03, -0.03], [0.12, 0.10, -0.03], [-0.20, -0.11, 0.15], [0.05, -0.03, 0.09], [-0.16, 0.16, 0.00], [0.20, 0.14, 0.06], [0.01, -0.08, -0.09], [0.05, 0.03, 0.00], [0.01, 0.00, 0.00], [-0.01, 0.03, -0.01], [-0.05, -0.02, 0.04], [-0.01, -0.12, 0.05], [0.01, -0.02, -0.03], [0.01, 0.01, -0.01], [0.02, 0.03, 0.00], [-0.11, 0.02, -0.10], [-0.03, 0.00, 0.02], [0.00, -0.03, 0.01], [0.02, -0.03, -0.01], [0.02, 0.01, -0.02], [-0.03, 0.01, 0.04], [-0.03, 0.02, -0.05], [0.05, -0.01, -0.05], [0.02, -0.03, -0.10]], "lowdin_charge": [1.59, -0.04, -0.34, -0.08, -0.47, -0.02, -0.01, 0.10, -0.10, -0.14, -0.14, -0.11, -0.68, 0.06, -0.32, -0.36, -0.04, -0.10, -0.56, -0.03, -0.02, 0.00, -0.19, -0.17, -0.13, -0.10, -0.68, 0.05, -0.28, 0.10, 0.06, 0.08, 0.15, 0.13, 0.10, 0.10, 0.07, 0.10, 0.11, 0.09, 0.10, 0.13, 0.08, 0.13, 0.09, 0.13, 0.14, 0.13, 0.12, 0.11, 0.09, 0.09, 0.09, 0.13, 0.07, 0.09, 0.08, 0.08, 0.10, 0.07, 0.09, 0.06, 0.10, 0.11, 0.13, 0.11, 0.11, 0.14, -0.01, -0.07, -0.67, 0.78, 0.14, -0.17, -0.01, -0.07, -0.06, 0.02, -0.15, 0.06, 0.11, 0.10, 0.14, 0.11, 0.11, 0.11, 0.12, -0.32, 0.00, 0.01, -0.02]}

***

# 2
{"formula": "C29H50CoFN6O6PSeSi2", "method": "ωB97M-V/def2-TZVPD", "molar_mass_g_mol": 822.8, "multiplicity": 5, "charge": 1, "s_squared": 6.062, "de_lowest_kj_mol": 69.09, "e_lumo_ev": [-3.496, -4.507], "total_energy_ev": -182842.021, "elements": ["Co", "C", "Si", "C", "C", "C", "Si", "C", "C", "C", "H", "H", "H", "H", "H", "H", "H", "H", "H", "H", "H", "H", "H", "H", "H", "H", "H", "H", "H", "O", "N", "O", "C", "O", "C", "C", "C", "C", "O", "C", "O", "C", "C", "H", "H", "H", "H", "H", "C", "N", "C", "P", "O", "N", "C", "C", "N", "C", "C", "H", "H", "H", "H", "H", "H", "H", "H", "H", "H", "H", "H", "H", "H", "H", "H", "H", "H", "F", "C", "N", "C", "Se", "N", "C", "C", "C", "C", "C", "C", "H", "H", "H", "H", "H", "H", "H", "H"], "coordinates": [[-0.611830, -0.428979, -0.101013], [-2.375734, -3.561712, 3.103539], [-1.523767, -2.141687, 3.931388], [-2.717468, -0.781184, 4.343777], [-0.741290, -2.750406, 5.493118], [-0.209399, -1.500277, 2.650370], [1.613863, -1.050039, 3.100768], [2.075016, 0.564810, 2.304387], [2.636540, -2.446879, 2.459103], [1.886917, -0.823000, 4.925577], [-3.138219, -3.987138, 3.759901], [-1.661204, -4.353539, 2.865923], [-2.858742, -3.252966, 2.175268], [-3.537173, -1.216560, 4.920387], [-3.148543, -0.297852, 3.467684], [-2.251233, -0.012941, 4.965721], [-1.535747, -3.198705, 6.096026], [-0.285366, -1.956397, 6.081160], [0.009289, -3.523213, 5.316572], [-0.156010, -2.385748, 1.996485], [1.716263, 0.648994, 1.280391], [3.165088, 0.645300, 2.278572], [1.691124, 1.395748, 2.894269], [2.463030, -2.587210, 1.389704], [2.403302, -3.383291, 2.972409], [3.699703, -2.245582, 2.606895], [1.195690, -0.097914, 5.363507], [2.900566, -0.437578, 5.064120], [1.809163, -1.749947, 5.491503], [-1.899165, -0.791966, 1.305059], [-0.822824, -0.450810, 1.851115], [1.697231, -2.562301, -1.727492], [1.704821, -1.381392, -1.459996], [1.178294, -0.881118, -0.351950], [2.324378, -0.352507, -2.352492], [2.977290, -0.761414, -3.507322], [3.531813, 0.161999, -4.400488], [3.390608, 1.489552, -4.076168], [3.828420, 2.575837, -4.776629], [3.378893, 3.724908, -4.054182], [2.752285, 3.271130, -2.845938], [2.746341, 1.897181, -2.926080], [2.202105, 1.010751, -2.040391], [3.045662, -1.822801, -3.702995], [4.046690, -0.147043, -5.298344], [2.650259, 4.268158, -4.659491], [4.236726, 4.349300, -3.804722], [1.678390, 1.328740, -1.152757], [-4.262492, -0.956951, -1.311157], [-3.708294, -1.065684, -2.653636], [-4.717913, -1.329403, -3.671899], [-2.143585, -1.497450, -2.916039], [-1.325777, -1.237292, -1.684362], [-1.730237, -0.643451, -4.249808], [-2.051407, 0.785303, -4.317254], [-0.441158, -0.923389, -4.895535], [-1.894629, -3.054175, -3.343120], [-2.414556, -3.626436, -4.578362], [-1.419127, -4.051710, -2.386848], [-5.003872, -0.154950, -1.292960], [-3.484826, -0.717728, -0.594415], [-4.758021, -1.882560, -0.999352], [-5.459469, -0.527862, -3.663118], [-5.236262, -2.276057, -3.491319], [-4.269877, -1.357631, -4.662208], [-2.977154, 0.996283, -3.790262], [-2.166709, 1.076548, -5.361994], [-1.249280, 1.379830, -3.869453], [-0.129663, -1.948038, -4.710265], [0.332186, -0.252989, -4.508753], [-0.534882, -0.769105, -5.971432], [-2.580001, -2.851972, -5.323896], [-3.351357, -4.167240, -4.415653], [-1.682711, -4.329763, -4.980468], [-0.935644, -3.571048, -1.542871], [-0.677221, -4.685223, -2.875276], [-2.239757, -4.683412, -2.033946], [-0.808514, 1.382038, -0.641899], [1.011063, 4.007026, -0.093121], [0.678157, 3.913762, 1.331914], [-0.448862, 3.418106, 1.852716], [-1.932628, 2.810594, 0.884087], [-0.335660, 3.423275, 3.191405], [0.899044, 3.951346, 3.557712], [1.493383, 4.178961, 4.796223], [2.763878, 4.711477, 4.774960], [3.421629, 5.013858, 3.567175], [2.828934, 4.790113, 2.344152], [1.546702, 4.248729, 2.368983], [0.288569, 3.431552, -0.663484], [2.001992, 3.585777, -0.245608], [0.995145, 5.050731, -0.400711], [-1.060018, 3.080345, 3.800396], [0.989921, 3.948773, 5.724621], [3.272144, 4.904449, 5.709075], [4.415937, 5.436077, 3.604056], [3.330806, 5.026278, 1.416778]], "forces_ev_per_a": [[0.51, 0.44, -1.63], [-0.16, -0.14, -0.14], [0.01, -0.01, 0.01], [-0.08, 0.21, 0.04], [0.15, -0.08, 0.16], [0.27, 0.51, -0.21], [-0.17, -0.05, -0.08], [-0.01, 0.17, -0.15], [0.12, -0.22, -0.09], [0.01, 0.00, 0.21], [0.00, -0.01, -0.01], [-0.01, -0.01, 0.00], [-0.01, -0.01, 0.00], [-0.01, 0.04, 0.02], [-0.04, -0.01, -0.01], [0.01, -0.01, 0.01], [0.01, -0.02, 0.00], [-0.04, -0.01, 0.03], [0.00, 0.00, 0.01], [-0.07, -0.03, 0.01], [0.03, 0.00, -0.03], [-0.01, 0.03, 0.05], [-0.02, 0.15, 0.07], [0.01, 0.00, 0.00], [0.02, -0.01, -0.02], [0.01, -0.02, 0.01], [0.01, 0.01, 0.01], [0.00, 0.02, 0.02], [0.05, 0.01, 0.00], [-0.51, -0.12, 0.03], [0.19, -0.60, 1.34], [0.03, -0.09, -0.11], [-0.28, 0.09, 0.37], [0.29, -0.21, 0.22], [0.05, 0.03, -0.12], [0.07, 0.07, -0.04], [-0.07, -0.09, 0.11], [0.08, -0.05, -0.19], [-0.03, 0.10, 0.11], [0.01, -0.09, 0.01], [0.10, 0.00, -0.14], [-0.14, 0.12, 0.14], [-0.01, -0.09, -0.03], [0.00, 0.00, -0.01], [0.00, 0.00, -0.02], [0.00, 0.00, 0.01], [-0.01, 0.01, 0.00], [-0.02, -0.01, 0.01], [0.00, -0.01, -0.01], [-0.20, -0.01, 0.15], [-0.02, 0.07, -0.03], [0.32, 0.05, 0.00], [-0.50, -0.23, 0.03], [0.18, 0.26, -0.18], [-0.04, -0.09, 0.00], [-0.06, -0.03, 0.02], [0.01, -0.31, -0.06], [0.02, 0.03, -0.01], [0.00, 0.02, 0.01], [0.00, 0.00, -0.02], [0.03, 0.01, 0.01], [0.01, -0.01, 0.00], [-0.01, 0.00, 0.01], [0.00, -0.02, 0.00], [0.03, 0.01, 0.00], [-0.02, -0.01, 0.00], [0.02, 0.01, -0.01], [-0.01, 0.02, 0.00], [-0.01, -0.01, 0.01], [0.01, -0.03, -0.01], [0.00, 0.02, -0.01], [-0.01, 0.02, 0.01], [0.00, -0.01, 0.01], [0.00, 0.00, 0.00], [0.02, 0.03, -0.02], [0.00, 0.00, 0.00], [-0.01, -0.01, 0.00], [0.09, 0.24, 0.09], [-0.07, 0.06, 0.21], [0.13, -0.12, -0.08], [0.02, -0.21, -0.38], [-0.17, 0.26, 0.33], [0.05, 0.06, 0.06], [-0.18, -0.04, 0.18], [-0.09, -0.06, -0.10], [0.13, 0.05, -0.12], [-0.02, -0.02, 0.18], [-0.10, -0.06, -0.02], [0.06, 0.09, -0.24], [0.01, -0.01, 0.00], [0.00, 0.03, -0.02], [0.04, 0.00, -0.02], [0.00, 0.00, 0.03], [-0.01, 0.00, 0.00], [0.00, 0.00, 0.01], [0.01, 0.00, 0.01], [0.00, 0.00, -0.01]], "lowdin_spin": [2.65, 0.00, 0.00, 0.00, 0.00, 0.00, 0.00, 0.00, 0.00, 0.00, 0.00, 0.00, 0.00, 0.00, 0.00, 0.00, 0.00, 0.00, 0.00, 0.00, 0.00, 0.00, 0.00, 0.00, 0.00, 0.00, 0.00, 0.00, 0.00, 0.07, 0.03, 0.01, 0.01, 0.09, 0.00, 0.00, 0.00, 0.00, 0.00, 0.00, 0.00, 0.00, 0.00, 0.00, 0.00, 0.00, 0.00, 0.00, 0.00, 0.00, 0.00, 0.01, 0.05, 0.00, 0.00, 0.00, 0.00, 0.00, 0.00, 0.00, 0.00, 0.00, 0.00, 0.00, 0.00, 0.00, 0.00, 0.00, 0.00, 0.00, 0.00, 0.00, 0.00, 0.00, 0.00, 0.00, 0.00, 0.25, 0.00, 0.03, 0.07, 0.65, 0.03, 0.01, 0.00, 0.01, 0.01, 0.00, 0.01, 0.00, 0.00, 0.00, 0.00, 0.00, 0.00, 0.00, 0.00]}